Computed, not measured: a molecular structure, C43H44CrIN2O2P2S5 in a non-equilibrium geometry, with the ωB97M-V functional and the def2-TZVPD basis.

Summary:
- Kohn-Sham gap (spin up / spin down): 5.979 / 6.650 eV
- ⟨S²⟩: 1.16
- 2S+1: 2
- E: -161657.7871 eV
- LUMO (spin up / spin down): -1.0 / -0.5 eV

Geometry (Å):
Cr -0.3064 1.2209 0.0990
S -4.9059 6.8555 0.1780
C -3.8751 5.5935 0.1265
S -2.4312 5.5636 -0.8569
C -1.9389 3.9310 -0.4550
C -2.7147 3.2775 0.4370
S -2.4051 1.6503 0.9199
S -4.1131 4.1327 1.0489
S -0.5451 3.1984 -1.1575
C 0.6161 -3.1509 -0.0888
C 0.7134 -2.1898 1.1221
P -0.6545 -0.9847 1.4663
C -0.2422 -0.5035 3.2013
C -1.1209 0.3890 3.8183
C -0.9147 0.7911 5.1258
C 0.1519 0.2851 5.8538
C 1.0222 -0.6064 5.2525
C 0.8405 -0.9835 3.9295
C -2.0559 -2.0936 1.9604
C -3.3387 -1.9720 1.4367
C -4.3633 -2.7930 1.8829
C -4.1280 -3.7278 2.8787
C -2.8629 -3.8281 3.4362
C -1.8353 -3.0189 2.9796
C 0.3464 -2.5339 -1.4784
P -1.4700 -2.2208 -1.6908
C -1.5270 -0.8865 -2.9568
C -0.5268 -0.6020 -3.8884
C -0.7040 0.4020 -4.8257
C -1.8902 1.1189 -4.8652
C -2.9170 0.8080 -3.9868
C -2.7316 -0.1802 -3.0346
C -1.8731 -3.6437 -2.7974
C -2.8543 -4.5301 -2.3636
C -3.1947 -5.6357 -3.1303
C -2.5616 -5.8595 -4.3412
C -1.5863 -4.9757 -4.7841
C -1.2457 -3.8727 -4.0201
H -0.1769 -3.8763 0.1223
H 1.5634 -3.6951 -0.1339
H 1.5977 -1.5491 1.0286
H 0.8143 -2.8148 2.0107
H -1.9679 0.7712 3.2661
H -1.5913 1.5035 5.5779
H 0.2896 0.5707 6.8875
H 1.8657 -1.0040 5.8011
H 1.5653 -1.6511 3.4872
H -3.5431 -1.2309 0.6771
H -5.3527 -2.6952 1.4561
H -4.9286 -4.3641 3.2309
H -2.6752 -4.5282 4.2393
H -0.8574 -3.1007 3.4357
H 0.7048 -3.2127 -2.2532
H 0.8551 -1.5754 -1.5419
H 0.3896 -1.1818 -3.9002
H 0.0962 0.6334 -5.5167
H -2.0122 1.9248 -5.5752
H -3.8508 1.3527 -4.0309
H -3.5362 -0.4198 -2.3515
H -3.3460 -4.3417 -1.4166
H -3.9590 -6.3190 -2.7857
H -2.8232 -6.7199 -4.9421
H -1.0948 -5.1465 -5.7330
H -0.4961 -3.1847 -4.3870
I 0.3730 7.5490 4.6694
C 0.6773 5.5717 4.0019
C 0.1754 5.1956 2.7682
C 0.4524 3.9239 2.2899
C 1.2264 3.0382 3.0283
C 1.6812 3.4223 4.2869
C 1.4093 4.6868 4.7791
C 1.6966 1.7125 2.4830
O 2.6852 1.1886 2.9669
O 1.0430 1.1926 1.4887
H -0.4009 5.8913 2.1730
H 0.0903 3.6439 1.3108
H 2.2652 2.7157 4.8600
H 1.7770 4.9885 5.7502
C 3.4441 -1.1858 -2.2469
C 3.3156 0.1167 -3.0386
N 3.5136 1.2987 -2.2086
C 4.8051 1.9579 -2.3450
C 5.9438 1.2342 -1.6292
C 2.5852 1.6740 -1.2951
C 2.9102 2.8144 -0.3817
N 1.4285 1.0962 -1.1843
H 3.1093 -2.0271 -2.8521
H 2.8491 -1.1447 -1.3382
H 4.4785 -1.3546 -1.9548
H 2.3439 0.1857 -3.5393
H 4.0690 0.1335 -3.8252
H 4.7326 2.9728 -1.9654
H 5.0316 2.0269 -3.4115
H 5.7010 1.0775 -0.5790
H 6.8463 1.8415 -1.6873
H 6.1557 0.2670 -2.0829
H 3.1683 3.7079 -0.9474
H 3.7390 2.5545 0.2767
H 2.0372 3.0334 0.2207
H 1.2546 0.4291 -1.9261


Computed, not measured: 9 unconnected molecules or ions with the total composition C34H58N4O15 in a non-equilibrium geometry, with the ωB97M-V functional and the def2-TZVPD basis.

Summary:
- Kohn-Sham gap: 10.463 eV
- E: -72866.7507 eV
- LUMO: 0.0 eV
- Relative energy (zero: lowest compared OMol25 entry of this formula, charge and spin): 0.0000 eV

Geometry (Å):
C -2.2015 -2.3190 4.8917
C -1.5621 -0.9337 5.0287
C -0.0220 -0.9578 5.2879
O 0.4973 -0.3423 4.1653
C -0.4760 0.1371 3.4396
O -0.3255 0.8721 2.4532
O -1.6658 -0.2080 3.8042
H -1.6606 -2.8851 4.1318
H -3.2067 -2.2076 4.5384
H -2.0894 -2.9791 5.8075
H -2.0203 -0.3099 5.7485
H 0.4414 -1.9529 5.5438
H 0.1626 -0.2247 6.0545
C 3.9713 -3.4330 -4.8870
C 3.3169 -2.7162 -3.7139
C 3.0939 -1.1638 -3.8536
O 1.7200 -1.0268 -3.6489
C 1.0898 -2.1735 -3.5224
O -0.1036 -2.4130 -3.3959
O 2.0172 -3.1636 -3.4644
H 4.7999 -2.8202 -5.3590
H 3.3503 -3.6880 -5.7369
H 4.3952 -4.3097 -4.4004
H 3.9459 -3.0250 -2.8871
H 3.4084 -0.7144 -4.7647
H 3.6314 -0.5451 -3.0985
C -5.6907 2.2004 4.5606
C -4.1168 2.2925 4.4395
C -3.5731 2.5926 3.0403
O -2.8380 3.7498 3.2310
C -2.8945 4.2102 4.4168
O -2.4136 5.2621 4.7340
O -3.6918 3.4361 5.1918
H -6.0628 2.9700 3.9314
H -5.9806 2.4454 5.5979
H -6.0896 1.2124 4.2778
H -3.7040 1.3800 4.8617
H -4.3818 2.8110 2.3604
H -2.9468 1.8062 2.7572
C 1.1849 -5.0688 -1.1551
O 1.3191 -5.8182 0.0483
C 0.5066 -5.5346 1.1117
O -0.2286 -4.3859 1.1941
O 0.6606 -6.3849 2.1049
C -0.0682 -6.1997 3.3078
H 1.3636 -4.0246 -0.9794
H 0.2843 -5.3278 -1.7353
H 1.9456 -5.3467 -1.8772
H 0.3141 -6.9368 4.0045
H -1.1356 -6.2825 3.1796
H 0.1480 -5.2693 3.8675
C 0.0605 5.2923 -6.2993
O -0.3808 3.9994 -6.4029
C -0.4860 3.2067 -5.2646
O -0.2422 3.6736 -3.9401
O -0.9743 2.0026 -5.5066
C -1.3343 1.2408 -4.3709
H 0.7342 5.4918 -5.5126
H -0.8092 5.8743 -6.0537
H 0.5640 5.6679 -7.1849
H -0.5287 0.8526 -3.7437
H -1.7171 0.2964 -4.6491
H -2.1966 1.7536 -3.8369
C 3.1836 -2.0396 0.6165
C 1.8165 -1.9828 1.2728
C 1.8853 -2.6419 2.7163
C 2.7830 -1.9065 3.6403
N 3.4375 -1.2752 4.3775
H 3.2796 -1.3321 -0.2472
H 3.5652 -2.9858 0.2105
H 3.9099 -1.7883 1.3406
H 1.0945 -2.4045 0.6231
H 1.5731 -0.8846 1.3478
H 1.8800 -3.7372 2.7694
H 1.0350 -2.3923 3.2374
C 3.1247 1.7591 -1.7906
C 2.7978 2.3654 -3.1810
C 3.2207 3.8456 -3.3416
C 4.6588 4.1025 -3.2247
N 5.7682 4.3182 -3.1517
H 4.2438 1.7831 -1.7005
H 2.7981 0.7028 -1.7175
H 2.6347 2.3000 -0.9998
H 1.7271 2.2539 -3.3259
H 3.3184 1.8001 -3.9869
H 2.8308 4.3809 -2.4805
H 2.8245 4.3549 -4.2440
C -3.0304 -0.5250 0.7710
C -1.8880 -1.5627 0.6406
C -1.3552 -1.6936 -0.7621
C -0.5686 -0.4517 -1.0680
N -0.0321 0.5431 -1.2908
H -2.6779 0.4578 0.4270
H -3.0971 -0.3370 1.8577
H -4.0390 -0.7837 0.3619
H -2.2661 -2.5310 1.0219
H -1.1177 -1.3667 1.3463
H -2.1131 -1.8223 -1.5189
H -0.7569 -2.6098 -0.9030
C 0.2479 3.3365 0.3317
C -1.2759 3.4037 0.4326
C -1.9751 3.3778 -0.9381
C -3.4335 3.3686 -0.7459
N -4.5735 3.4794 -0.6492
H 0.6632 2.3156 0.4835
H 0.5675 3.7368 1.2552
H 0.6323 3.8098 -0.6108
H -1.5403 4.3470 0.9487
H -1.5502 2.5199 1.0618
H -1.7350 2.4964 -1.4976
H -1.5839 4.2581 -1.5851


Computed, not measured: C3H5N3O8 in the gas phase in a non-equilibrium geometry, with the ωB97M-V functional and the def2-TZVPD basis.

Summary:
- Kohn-Sham gap: 10.517 eV
- E: -24031.6983 eV
- LUMO: -1.1 eV
- Relative energy (zero: lowest compared OMol25 entry of this formula, charge and spin): 0.1325 eV

Geometry (Å):
C 0.6757 0.7853 -0.3702
C 1.6298 -0.1831 0.2881
C -0.8406 0.2559 -0.0751
N -1.3492 0.3951 1.3813
N -0.9275 -1.2759 -0.3121
N -1.9399 0.8883 -0.9601
O -0.6199 0.9317 2.1484
O -0.8805 -1.9215 0.6829
O -1.5590 1.8665 -1.5217
O -2.4187 -0.0658 1.5615
O -1.1401 -1.6229 -1.4270
O -3.0013 0.3671 -1.0084
O 2.9392 0.3633 0.3269
O 1.6924 -1.4637 -0.3131
H 0.6960 1.6985 0.1143
H 0.6453 0.6863 -1.5047
H 1.5020 -0.1660 1.4246
H 3.0458 0.6813 -0.6123
H 1.8505 -2.2204 0.1765